{"formula": "C16H33KN3OSiV", "method": "wB97M-V/def2-TZVPD", "symbols": ["C", "H", "H", "C", "H", "H", "N", "C", "H", "H", "H", "H", "C", "Si", "H", "H", "H", "C", "C", "C", "H", "H", "H", "C", "H", "H", "H", "C", "H", "H", "H", "N", "H", "H", "H", "H", "O", "C", "C", "C", "H", "H", "H", "V", "H", "K", "N", "C", "H", "H", "H", "H", "C", "C", "H", "C"], "xyz": [[0.99, -2.72, 4.53], [-2.31, -3.63, -1.96], [1.28, 0.45, -2.46], [1.26, -0.72, 2.06], [-2.07, 4.66, 0.23], [0.44, -0.22, -3.90], [-0.50, 1.98, -1.17], [-0.58, 2.32, -2.61], [-0.78, 2.03, 1.52], [1.10, 0.45, 5.27], [-1.99, -2.49, -0.63], [4.19, -2.31, 4.34], [-0.59, 3.18, -0.32], [1.96, -1.33, 3.72], [-1.45, -3.38, -4.16], [-0.08, -2.31, -4.55], [2.57, -0.27, 5.92], [0.83, -0.46, -2.89], [-2.04, 3.71, -0.32], [0.31, -3.33, -2.09], [-1.40, 3.03, -2.81], [1.47, -3.06, 5.47], [-1.72, -1.62, -4.32], [-0.74, -2.25, -2.43], [2.68, 0.90, 4.60], [0.87, 2.55, 1.14], [1.63, -1.20, -3.03], [3.70, -1.98, 3.42], [-2.73, 3.00, 0.17], [4.35, -1.20, 2.98], [-0.03, -2.42, 4.81], [-1.91, -0.17, 0.43], [1.37, 4.01, -0.91], [0.49, -3.37, -1.01], [0.38, 2.78, -2.93], [1.26, -3.13, -2.60], [-3.79, 0.27, 1.87], [0.32, 4.33, -0.81], [-0.18, 2.84, 1.10], [0.89, -0.34, 0.93], [-0.32, 3.72, 1.72], [-0.75, 1.43, -3.25], [0.00, 4.76, -1.78], [-0.28, 0.19, -0.57], [-0.06, -4.31, -2.43], [-3.62, 0.83, -1.87], [-0.26, -0.93, -2.05], [-2.79, 0.03, 1.24], [-2.41, 3.91, -1.35], [0.29, 5.16, -0.08], [3.71, -2.83, 2.73], [0.91, -3.61, 3.89], [-2.05, -2.59, -1.72], [2.08, 0.06, 4.98], [-2.89, -1.97, -2.08], [-1.01, -2.38, -3.96]], "nbo_charge": [-1.10, 0.26, 0.23, -0.15, 0.27, 0.24, -0.48, -0.47, 0.21, 0.25, 0.23, 0.27, 0.09, 1.54, 0.26, 0.23, 0.27, -0.45, -0.62, -0.62, 0.23, 0.27, 0.20, 0.08, 0.25, 0.24, 0.25, -1.10, 0.20, 0.25, 0.25, -0.80, 0.23, 0.23, 0.26, 0.22, -0.46, -0.63, -0.63, -0.46, 0.26, 0.21, 0.22, 1.34, 0.25, 0.99, -0.46, 0.86, 0.20, 0.25, 0.25, 0.25, -0.60, -1.10, 0.17, -0.61], "homo_energy_ev": [-15.1, -15.1], "total_charge": 2, "e_lumo_ev": [-8.81, -9.01], "energy_ha": -2701.803150, "fmax_ha_per_bohr": 0.0729, "gap_ev": [6.3, 6.1], "multiplicity": 1}